No. 1
DFT (ωB97M-V/def2-TZVPD) results for a 2-piece molecular cluster, C18H27N5O4S overall in a non-equilibrium geometry.

Cartesian coordinates (Å):
C  -1.6172  5.2271  2.9875
N  -1.7363  3.7800  3.1662
C  -2.6262  3.0081  2.5265
O  -3.3962  3.4443  1.6751
C  -2.6162  1.5112  2.8729
C  -2.1826  0.6425  1.6781
C  -0.8418  1.0562  1.0470
C  0.3390  0.8906  1.9984
N  1.0129  1.9552  2.3786
O  0.6786  -0.1932  2.4286
N  -3.9466  1.0797  3.3180
C  -4.3297  0.7341  4.5463
C  -3.3215  0.7036  5.6790
O  -5.4932  0.4441  4.7713
H  -2.5912  5.6550  2.7363
H  -0.9203  5.4498  2.1785
H  -1.2607  5.6921  3.9081
H  -1.1430  3.3412  3.8537
H  -1.8882  1.3509  3.6663
H  -2.1154  -0.3976  2.0021
H  -2.9515  0.7021  0.9056
H  -0.6661  0.4238  0.1775
H  -0.8969  2.0852  0.6921
H  1.7984  1.7724  2.9798
H  0.8086  2.8607  1.9971
H  -4.6866  1.1058  2.6322
H  -2.8810  1.6896  5.8063
H  -3.8366  0.4202  6.5962
H  -2.5528  -0.0347  5.4584
C  2.1415  0.9603  -1.1094
C  3.2675  0.3822  -1.9652
C  4.1769  -0.5566  -1.1598
N  3.8807  -1.9599  -1.4977
C  3.1189  -2.0767  -2.5422
N  2.8383  -3.3761  -2.8908
C  1.9579  -3.7486  -3.8999
C  0.9593  -4.6843  -3.6180
C  0.0624  -5.0878  -4.6141
C  0.1790  -4.5629  -5.9047
C  1.1857  -3.6457  -6.2002
O  1.2982  -3.1495  -7.4663
C  2.0732  -3.2440  -5.2000
S  2.5388  -0.6144  -3.3136
H  2.5503  1.5995  -0.3210
H  1.5717  0.1496  -0.6454
H  1.4631  1.5571  -1.7271
H  3.8582  1.2043  -2.3827
H  4.0511  -0.3956  -0.0833
H  5.2250  -0.3459  -1.3978
H  2.9517  -4.0082  -2.1083
H  0.8644  -5.0931  -2.6177
H  -0.7200  -5.8066  -4.3872
H  -0.5063  -4.8678  -6.6889
H  2.0064  -2.4876  -7.4971
H  2.8660  -2.5415  -5.4254

The charge is 0. For the HOMO-LUMO gap, the calculation gives 0.306 hartree. As for the spin multiplicity: 1. As for the energy relative to the best compared isomer or geometry (same formula, charge and spin): 0.0 kcal/mol. Its HOMO energy is -8.127 eV. The SMILES is CNC(=O)[C@H](CCC(N)=O)NC(C)=O.C[C@H]1CN=C(Nc2cccc(O)c2)S1.


No. 2
DFT (ωB97M-V/def2-TZVPD) results for a 6-piece molecular cluster, C14H29NO10 overall in a non-equilibrium geometry.

Cartesian coordinates (Å):
O  17.8435  -8.4294  24.3616
H  17.0193  -8.9395  24.4757
H  18.1576  -8.3551  23.4166
H  18.5513  -8.7420  25.0671
C  17.6409  -10.2979  20.1088
C  17.6017  -11.6025  19.5024
C  18.4810  -12.7386  20.1212
O  18.7417  -13.7466  19.4499
C  18.8285  -12.5866  21.4903
C  18.8348  -11.3154  22.0988
C  18.3001  -10.1171  21.3177
O  18.4431  -8.9377  21.7870
O  19.2886  -11.1250  23.2359
O  16.8495  -11.9233  18.5768
H  17.2681  -9.4618  19.5294
H  19.1396  -13.4805  22.0144
C  17.2487  -9.0572  27.3552
C  18.7886  -9.1311  27.4328
O  19.4380  -9.3663  26.2333
H  16.8134  -9.1575  28.3527
H  16.9328  -9.8770  26.7018
H  16.9466  -8.1361  26.8422
H  19.0329  -10.0595  27.9873
H  19.1537  -8.2209  27.9571
O  15.4924  -7.4525  22.9530
H  14.6990  -7.8353  23.3388
H  15.2493  -7.2249  22.0502
O  16.0974  -10.3135  23.7218
H  15.3935  -10.9568  23.8315
H  16.2305  -10.2387  22.7636
C  20.4380  -3.4226  21.8800
O  20.4142  -4.7431  22.3872
C  19.2197  -5.4950  22.1136
C  18.1466  -5.1575  23.1249
N  18.6262  -5.4503  24.4564
C  17.8258  -5.1541  25.6044
C  18.6690  -5.2300  26.8650
O  19.3174  -4.0158  27.2140
C  18.4113  -3.0325  27.6411
H  19.5462  -2.8680  22.1972
H  20.5165  -3.5075  20.7925
H  21.2818  -2.9659  22.3932
H  19.4496  -6.5571  22.1781
H  18.9630  -5.1762  21.0961
H  17.3032  -5.8328  22.9320
H  17.7545  -4.1237  23.0672
H  19.6235  -5.2968  24.4753
H  17.0598  -5.9379  25.6764
H  17.2975  -4.1950  25.4814
H  19.4211  -6.0103  26.6924
H  18.2212  -5.7116  27.7472
H  18.9567  -2.2845  28.2118
H  17.6296  -3.4931  28.2640
H  17.8320  -2.5732  26.8316

The charge is -2. For the HOMO-LUMO gap, the calculation gives 0.168 hartree. As for the spin multiplicity: 1. As for the energy relative to the best compared isomer or geometry (same formula, charge and spin): 50.7 kcal/mol. Its HOMO energy is -0.428 eV.


No. 3
DFT (ωB97M-V/def2-TZVPD) results for one molecule with the formula C4H7ClS in a non-equilibrium geometry.

Cartesian coordinates (Å):
C  -1.2375  0.0771  -1.7532
C  -0.2693  -0.5839  -1.0582
C  0.6475  0.1427  -0.2402
C  0.1417  -0.2223  1.3329
S  1.3056  -0.0756  2.5601
Cl  -1.2229  1.0192  1.5580
H  -1.9878  -0.6064  -2.2602
H  -1.4512  1.1117  -1.7543
H  0.0233  -1.6033  -1.1884
H  0.6286  1.2071  -0.4616
H  1.6730  -0.0562  -0.1058
H  -0.3737  -1.2190  1.2318
H  2.1229  0.8089  2.1391

The charge is 0. For the HOMO-LUMO gap, the calculation gives 0.369 hartree. As for the spin multiplicity: 1. As for the energy relative to the best compared isomer or geometry (same formula, charge and spin): 34.0 kcal/mol. Its HOMO energy is -9.268 eV. The SMILES is C=CC[C@@H](S)Cl.


No. 4
DFT (ωB97M-V/def2-TZVPD) results for a 2-piece molecular cluster, C2H5N3S overall in a non-equilibrium geometry.

Cartesian coordinates (Å):
C  -0.0786  -0.3425  -0.4109
C  -0.1061  1.7233  1.0657
H  1.7964  -1.1108  -0.6647
H  1.8741  -0.2677  0.8411
H  -1.6332  0.7355  0.0087
H  -0.8148  2.7162  1.1027
H  1.4208  2.4643  1.9698
N  1.2614  -0.3585  -0.5000
N  -0.6738  0.7052  0.2704
N  1.1700  1.5229  1.7096
S  -0.8649  -1.6194  -1.0966

The charge is 0. For the HOMO-LUMO gap, the calculation gives 0.301 hartree. As for the spin multiplicity: 1. As for the energy relative to the best compared isomer or geometry (same formula, charge and spin): 93.6 kcal/mol. Its HOMO energy is -8.484 eV.